#1
C2H2N2OS2 in the gas phase. Source: OMol25; level of theory: the ωB97M-V functional and the def2-TZVPD basis.

Last column: natural (NBO) charge in e.
Element x y z (Å)
S (0.020, 2.751, -0.314)  -0.09
C (0.020, 1.093, -0.336)  0.17
N (0.438, 0.271, 0.678)  -0.52
C (0.094, -0.914, 0.314)  0.39
S (0.122, -2.428, 1.092)  0.13
O (-0.372, -1.068, -0.924)  -0.33
N (-0.302, 0.273, -1.451)  -0.31
H (0.340, -1.933, 2.300)  0.16
H (-1.265, 0.431, -1.811)  0.40

Results
SMILES: S=c1nc(S)o[nH]1
HOMO-LUMO gap in eV: 8.607
LUMO in eV: -0.19
Charge: 0

=====

#2
2 unconnected molecules or ions with the total composition C2H2N2OS2. Source: OMol25; level of theory: the ωB97M-V functional and the def2-TZVPD basis.

Last column: natural (NBO) charge in e.
Element x y z (Å)
C (0.086, 1.658, 1.186)  -0.02
C (2.520, 2.004, -0.117)  0.42
N (-0.219, 0.549, 0.578)  -0.30
N (-0.012, -0.670, 0.971)  -0.57
O (2.052, 1.443, -1.017)  -0.49
S (-0.410, 2.888, 2.021)  0.16
S (3.226, 2.766, 1.016)  0.07
H (-0.379, 0.755, -0.426)  0.41
H (-0.041, -1.322, 0.193)  0.33

Results
HOMO-LUMO gap (alpha / beta) in eV: 7.082 / 6.992
LUMO (alpha / beta) in eV: -0.58 / -0.61
Charge: 0

=====

Most stable structure - #1; separation to the second - 0.0652 hartree.

=====

#1
A gas-phase ion, C4H8NO (charge +1). Source: OMol25; level of theory: the ωB97M-V functional and the def2-TZVPD basis.

Last column: natural (NBO) charge in e.
Element x y z (Å)
C (2.457, -0.398, 0.076)  -0.69
C (1.097, -0.775, -0.073)  0.16
C (0.048, 0.158, -0.207)  -0.15
N (-1.256, -0.228, -0.130)  0.28
C (-2.251, 0.792, 0.105)  -0.51
O (-1.599, -1.403, -0.105)  -0.20
H (2.834, -0.628, -0.955)  0.30
H (2.782, -1.072, 0.846)  0.27
H (2.587, 0.634, 0.345)  0.26
H (0.742, -1.731, 0.123)  0.23
H (0.111, 1.150, -0.458)  0.23
H (-2.319, 1.465, -0.824)  0.28
H (-2.100, 1.642, 0.746)  0.28
H (-3.132, 0.394, 0.511)  0.27

Results
SMILES: C/C=C/[N+](C)=O
HOMO-LUMO gap in eV: 8.548
LUMO in eV: -6.92
Charge: +1

=====

#2
A gas-phase ion, C4H8NO (charge +1). Source: OMol25; level of theory: the ωB97M-V functional and the def2-TZVPD basis.

Last column: natural (NBO) charge in e.
Element x y z (Å)
C (0.835, -1.216, 0.374)  -0.70
C (0.007, -0.048, 0.042)  -0.06
N (0.544, 1.262, 0.512)  -0.68
C (-0.883, -0.022, -1.232)  -0.51
C (-1.671, 0.046, -0.040)  0.66
O (-2.590, 0.150, 0.659)  -0.38
H (1.813, -1.158, -0.050)  0.23
H (0.418, -2.229, 0.020)  0.28
H (1.077, -1.543, 1.439)  0.26
H (-0.001, 1.875, 1.182)  0.46
H (0.818, 1.888, -0.275)  0.44
H (1.301, 0.919, 1.042)  0.45
H (-0.952, -0.801, -1.874)  0.29
H (-0.715, 0.876, -1.797)  0.25

Results
SMILES: C[C@@]1([NH3+])CC1=O
HOMO-LUMO gap in eV: 9.588
LUMO in eV: -3.89
Charge: +1

=====

Most stable structure - #2; separation to the second - 0.0443 hartree.

=====

#1
2 unconnected molecules or ions with the total composition C2H3ClF2S. Source: OMol25; level of theory: the ωB97M-V functional and the def2-TZVPD basis.

Last column: natural (NBO) charge in e.
Element x y z (Å)
C (1.609, 0.956, -0.183)  -0.68
C (-1.467, -0.309, 0.347)  0.63
F (-1.439, 0.020, -0.973)  -0.31
F (-1.091, -1.713, 0.236)  -0.36
S (1.788, -0.678, -0.049)  0.12
Cl (-3.028, -0.189, 1.071)  0.06
H (2.513, 1.584, -0.335)  0.22
H (0.648, 1.397, -0.265)  0.19
H (0.468, -1.069, 0.151)  0.14

Results
HOMO-LUMO gap (alpha / beta) in eV: 11.111 / 4.484
LUMO (alpha / beta) in eV: 0.66 / -2.42
Charge: 0

=====

#2
C2H3ClF2S in the gas phase. Source: OMol25; level of theory: the ωB97M-V functional and the def2-TZVPD basis.

Last column: natural (NBO) charge in e.
Element x y z (Å)
C (1.184, -0.170, 0.049)  -0.70
C (-0.235, 0.397, -0.018)  0.62
F (-0.497, 1.197, 1.054)  -0.35
F (-0.529, 1.176, -1.047)  -0.32
S (-1.409, -1.138, 0.128)  0.16
Cl (-3.139, -0.244, -0.133)  -0.13
H (1.256, -1.223, -0.472)  0.23
H (1.532, -0.464, 0.973)  0.25
H (1.838, 0.469, -0.533)  0.25

Results
SMILES: CC(F)(F)SCl
HOMO-LUMO gap in eV: 9.713
LUMO in eV: 0.36
Charge: 0

=====

Most stable structure - #2; separation to the second - 0.1526 hartree.

=====

#1
C5H9N in the gas phase. Source: OMol25; level of theory: the ωB97M-V functional and the def2-TZVPD basis.

Last column: natural (NBO) charge in e.
Element x y z (Å)
N (-1.718, -0.115, -2.519)  -0.64
C (-1.482, -0.471, -1.182)  -0.29
C (-0.380, -1.264, -0.627)  -0.23
C (0.305, -0.721, 0.500)  -0.23
C (0.460, 0.595, 0.782)  -0.18
C (1.358, 1.082, 1.837)  -0.67
H (-0.983, -0.387, -3.179)  0.33
H (-1.012, 0.584, -1.359)  0.39
H (-2.448, -0.599, -0.695)  0.25
H (-0.035, -2.103, -1.211)  0.21
H (0.803, -1.478, 1.112)  0.20
H (0.068, 1.310, 0.072)  0.19
H (2.391, 0.699, 1.713)  0.22
H (1.549, 2.153, 1.915)  0.22
H (1.124, 0.715, 2.842)  0.22

Results
HOMO-LUMO gap in eV: 6.232
LUMO in eV: -0.74
Charge: 0

=====

#2
C5H9N in the gas phase. Source: OMol25; level of theory: the ωB97M-V functional and the def2-TZVPD basis.

Last column: natural (NBO) charge in e.
Element x y z (Å)
C (-0.249, 1.475, 2.407)  -0.39
C (-0.135, 0.226, 1.852)  -0.19
C (0.723, -0.142, 0.660)  -0.26
N (-0.127, -0.119, -0.491)  -0.62
C (0.295, -0.625, -1.656)  0.01
C (-0.475, -0.909, -2.719)  -0.52
H (-1.140, 1.689, 3.013)  0.20
H (0.443, 2.316, 2.244)  0.20
H (-0.765, -0.626, 2.176)  0.20
H (1.677, 0.509, 0.676)  0.17
H (1.326, -1.078, 0.652)  0.20
H (-1.092, 0.440, -0.373)  0.41
H (1.279, -0.812, -1.807)  0.19
H (-1.544, -0.550, -2.634)  0.17
H (-0.247, -1.207, -3.773)  0.22

Results
SMILES: C=CCNC=C
HOMO-LUMO gap in eV: 8.912
LUMO in eV: 1.15
Charge: 0

=====

Most stable structure - #2; separation to the second - 0.1124 hartree.

=====

#1
C4H4N2O in the gas phase. Source: OMol25; level of theory: the ωB97M-V functional and the def2-TZVPD basis.

Last column: natural (NBO) charge in e.
Element x y z (Å)
H (2.912, 0.717, -0.114)  0.35
N (2.390, -0.159, -0.082)  -0.67
C (1.144, 0.061, -0.042)  0.48
C (0.165, -1.020, 0.010)  -0.20
C (-1.140, -0.729, 0.051)  -0.23
C (-1.518, 0.671, 0.043)  -0.02
N (-0.698, 1.655, -0.001)  -0.05
O (0.651, 1.353, -0.044)  -0.35
H (0.563, -2.028, 0.012)  0.24
H (-1.909, -1.494, 0.091)  0.23
H (-2.561, 0.972, 0.075)  0.21

Results
SMILES: [H]/N=c1/cccno1
HOMO-LUMO gap in eV: 9.149
LUMO in eV: -0.18
Charge: 0

=====

#2
A molecular structure, C4H4N2O. Source: OMol25; level of theory: the ωB97M-V functional and the def2-TZVPD basis.

Last column: natural (NBO) charge in e.
Element x y z (Å)
N (2.422, 0.200, 0.023)  -0.65
C (1.637, -0.708, 0.031)  0.59
C (0.668, -1.685, 0.037)  -0.25
N (-0.282, -0.782, 0.010)  -0.27
C (-1.366, -0.104, -0.014)  -0.16
C (-1.228, 1.358, -0.038)  0.38
O (-0.157, 1.943, -0.037)  -0.58
H (2.169, 1.182, 0.004)  0.45
H (0.674, -2.770, 0.057)  0.21
H (-2.358, -0.564, -0.016)  0.18
H (-2.179, 1.929, -0.057)  0.11

Results
HOMO-LUMO gap in eV: 8.469
LUMO in eV: 0.13
Charge: 0

=====

#3
C4H4N2O in the gas phase. Source: OMol25; level of theory: the ωB97M-V functional and the def2-TZVPD basis.

Last column: natural (NBO) charge in e.
Element x y z (Å)
N (2.129, -0.477, 1.650)  -0.32
C (1.632, -0.358, 0.603)  0.17
C (0.963, -0.115, -0.635)  -0.08
O (-0.180, -0.783, -0.912)  -0.45
C (-1.255, -0.664, -0.030)  -0.16
C (-1.443, 0.842, 0.289)  0.29
N (-0.522, 1.594, 0.158)  -0.58
H (1.558, 0.093, -1.522)  0.22
H (0.315, 2.109, -0.046)  0.47
H (-2.133, -1.108, -0.501)  0.23
H (-1.063, -1.131, 0.945)  0.22

Results
HOMO-LUMO gap (alpha / beta) in eV: 8.040 / 7.497
LUMO (alpha / beta) in eV: -0.22 / -0.49
Charge: 0

=====

#4
C4H4N2O in the gas phase. Source: OMol25; level of theory: the ωB97M-V functional and the def2-TZVPD basis.

Last column: natural (NBO) charge in e.
Element x y z (Å)
O (-0.669, 1.797, 1.866)  -0.55
C (-0.182, 1.079, 1.019)  0.60
C (-0.715, 0.993, -0.342)  -0.34
C (-0.501, -0.108, -1.070)  0.02
N (0.313, -1.092, -0.553)  -0.58
C (1.047, -0.824, 0.573)  0.29
N (0.933, 0.244, 1.276)  -0.49
H (-1.320, 1.800, -0.717)  0.24
H (-0.859, -0.256, -2.084)  0.22
H (0.145, -2.059, -0.782)  0.41
H (1.808, -1.574, 0.814)  0.19

Results
SMILES: O=c1cc[nH]cn1
HOMO-LUMO gap in eV: 9.868
LUMO in eV: 0.42
Charge: 0

=====

Most stable structure - #4; separation to the second - 0.0721 hartree.

=====

#1
2 unconnected molecules or ions with the total composition CH6NS. Source: OMol25; level of theory: the ωB97M-V functional and the def2-TZVPD basis.

Last column: natural (NBO) charge in e.
Element x y z (Å)
N (-0.304, -2.235, -1.992)  -1.08
H (-1.070, -1.727, -2.353)  0.34
H (-0.757, -2.970, -1.459)  0.35
H (0.184, -1.645, -1.332)  0.38
C (0.328, 1.816, 1.389)  -0.74
S (1.429, 0.448, 1.891)  -0.75
H (0.513, 2.728, 1.954)  0.17
H (0.394, 1.967, 0.310)  0.17
H (-0.718, 1.618, 1.590)  0.16

Results
HOMO-LUMO gap in eV: 6.069
LUMO in eV: 4.02
Charge: -1

=====

#2
2 unconnected molecules or ions with the total composition CH6NS. Source: OMol25; level of theory: the ωB97M-V functional and the def2-TZVPD basis.

Last column: natural (NBO) charge in e.
Element x y z (Å)
N (1.403, 0.301, 1.547)  -1.11
H (0.414, 0.264, 1.292)  0.41
H (1.466, 0.677, 2.483)  0.33
H (1.864, 0.967, 0.927)  0.34
C (-0.967, -0.518, -1.365)  -0.74
S (-1.745, 0.504, -0.051)  -0.75
H (-0.756, -1.495, -0.965)  0.17
H (-0.036, -0.033, -1.654)  0.17
H (-1.641, -0.667, -2.214)  0.17

Results
HOMO-LUMO gap in eV: 6.621
LUMO in eV: 4.45
Charge: -1

=====

#3
2 unconnected molecules or ions with the total composition CH6NS. Source: OMol25; level of theory: the ωB97M-V functional and the def2-TZVPD basis.

Last column: natural (NBO) charge in e.
Element x y z (Å)
S (-2.563, 0.555, 2.286)  -1.06
H (-1.288, 0.306, 2.578)  0.07
C (0.750, -0.624, -1.056)  -0.42
N (0.583, 0.703, -0.368)  -0.89
H (0.593, -1.514, -0.371)  0.19
H (1.804, -0.711, -1.537)  0.17
H (-0.102, -0.602, -1.730)  0.20
H (-0.291, 1.194, -0.508)  0.37
H (0.514, 0.693, 0.706)  0.38

Results
HOMO-LUMO gap in eV: 6.568
LUMO in eV: 4.02
Charge: -1

=====

Most stable structure - #2; separation to the second - 0.0076 hartree.